# C4H12N4O

C4H12N4O as an isolated structure in a non-equilibrium geometry (ωB97M-V/def2-TZVPD, the OMol25 dataset).

```
21
Properties=species:S:1:pos:R:3
C -0.808 -1.046 0.253
C -1.414 1.575 0.217
C 1.859 -0.001 -1.163
N -0.757 0.423 -0.374
C 1.039 0.082 0.115
N -1.167 -1.970 -0.763
N 1.610 0.969 1.067
O -1.757 -1.070 1.295
N 0.521 -1.055 0.681
H -1.270 -0.809 2.087
H -0.705 0.412 -1.385
H -0.551 -2.771 -0.748
H -2.133 -2.260 -0.686
H 1.674 0.556 1.985
H 2.439 1.475 0.790
H -1.005 1.769 1.208
H -1.292 2.450 -0.423
H -2.480 1.373 0.320
H 2.613 -0.778 -1.048
H 1.244 -0.272 -2.019
H 2.339 0.949 -1.410
```

As for the lowest unoccupied orbital energy: 0.89 eV. The calculation puts the energy above the lowest of the compared OMol25 structures with the same formula, charge and spin at 2.505 eV. Its HOMO energy is -7.45 eV. As for the total energy: -453.81012 Eh. The calculation puts the HOMO-LUMO gap at 0.307 hartree.

***

# C4H12N4O2

C4H12N4O2 as an isolated structure in a non-equilibrium geometry (ωB97M-V/def2-TZVPD, the OMol25 dataset).

```
22
Properties=species:S:1:pos:R:3
C -0.855 -0.889 -0.155
C -1.527 -0.646 -1.501
C 0.662 -0.491 -0.111
N -1.023 -2.289 0.217
O 1.391 -0.965 -1.219
O 1.265 -0.842 1.010
H 0.947 -0.667 -2.022
H -1.339 -0.277 0.609
H -0.533 -2.470 1.087
H -0.594 -2.883 -0.486
H -1.120 -1.312 -2.266
H -2.591 -0.861 -1.410
H -1.408 0.387 -1.820
N -0.104 1.582 1.734
N 0.721 1.061 2.538
C 0.853 1.219 -0.323
N 0.253 1.895 -1.196
H -0.085 2.611 1.716
H 1.334 1.678 3.089
H 1.138 -0.006 1.933
H 0.774 2.710 -1.527
H 1.842 1.454 0.104
```

As for the lowest unoccupied orbital energy (alpha / beta): -1.44 / -1.44 eV. The calculation puts the energy above the lowest of the compared OMol25 structures with the same formula, charge and spin at 5.009 eV. Its HOMO energy (alpha / beta) is -8.16 / -8.16 eV. As for the total energy: -528.96218 Eh. The calculation puts the HOMO-LUMO gap (alpha / beta) at 0.247 / 0.247 hartree.

***

# C4H12N4O4

A 2-piece molecular cluster, C4H12N4O4 overall in a non-equilibrium geometry (ωB97M-V/def2-TZVPD, the OMol25 dataset).

```
24
Properties=species:S:1:pos:R:3
C -1.557 1.492 1.817
C 1.233 -2.267 0.848
C -0.082 1.203 1.408
C -0.334 -0.597 -2.472
N -1.127 1.533 -2.028
N 1.148 -0.842 1.225
N 0.163 -0.072 0.683
N 0.864 -0.440 -1.917
O 1.622 -1.442 -1.902
O 1.140 0.661 -1.259
O -1.290 0.335 -2.706
O -0.832 -0.550 0.191
H -2.403 0.881 1.332
H -1.674 1.047 2.888
H -1.712 2.626 1.742
H 1.377 -2.753 1.849
H 0.335 -2.480 0.121
H 2.070 -2.368 0.173
H 0.512 1.917 0.694
H 0.520 0.983 2.340
H -0.633 -1.653 -2.925
H -1.136 1.253 -1.061
H -0.239 1.954 -2.226
H 2.034 -0.420 1.186
```

As for the lowest unoccupied orbital energy (alpha / beta): -0.14 / -1.28 eV. The calculation puts the energy above the lowest of the compared OMol25 structures with the same formula, charge and spin at 2.247 eV. Its HOMO energy (alpha / beta) is -7.97 / -7.25 eV. As for the total energy: -679.20396 Eh. The calculation puts the HOMO-LUMO gap (alpha / beta) at 0.288 / 0.219 hartree.

***

# C4H12N5O2

A 2-piece molecular cluster, C4H12N5O2 overall in a non-equilibrium geometry (ωB97M-V/def2-TZVPD, the OMol25 dataset).

```
23
Properties=species:S:1:pos:R:3
C 2.758 -2.177 -1.614
C -2.898 -0.062 1.665
C 2.112 -0.215 -0.514
C -0.852 1.300 1.720
N -0.003 2.209 -0.163
N 0.094 2.014 1.266
N 1.204 0.039 -1.389
N 1.926 -2.075 -2.568
N -1.958 0.819 1.057
O 2.903 -1.260 -0.639
O -3.079 -1.176 0.839
H 3.641 -2.778 -1.426
H -2.523 -0.306 2.714
H -3.876 0.481 1.832
H 2.347 0.400 0.387
H -0.750 0.963 2.812
H 0.764 2.935 -0.303
H 0.531 0.766 -1.109
H 1.370 -0.492 -2.208
H 1.867 -2.949 -3.160
H -0.996 2.464 -0.388
H -2.066 1.052 0.049
H -2.515 -1.953 1.142
```

As for the lowest unoccupied orbital energy: -4.06 eV. The calculation puts the energy above the lowest of the compared OMol25 structures with the same formula, charge and spin at 4.179 eV. Its HOMO energy is -12.08 eV. As for the total energy: -583.54714 Eh. The calculation puts the HOMO-LUMO gap at 0.295 hartree. As for the net charge: +1.

***

# C4H12NO

A 2-piece molecular cluster, C4H12NO overall in a non-equilibrium geometry (ωB97M-V/def2-TZVPD, the OMol25 dataset).

```
18
Properties=species:S:1:pos:R:3
C -0.688 -0.471 0.888
C -0.944 -1.317 -0.370
C -2.219 -0.830 -1.074
H -0.937 0.582 0.788
H 0.367 -0.589 1.127
H -1.297 -0.875 1.720
H -0.970 -2.376 -0.087
H -0.130 -1.145 -1.076
H -2.474 -1.554 -1.862
H -3.083 -0.867 -0.400
H -2.061 0.136 -1.552
N 2.470 0.810 0.928
C 1.619 1.609 -0.041
O 1.006 0.833 -0.922
H 3.155 1.410 1.380
H 2.954 0.072 0.432
H 0.923 2.196 0.612
H 2.311 2.378 -0.489
```

As for the lowest unoccupied orbital energy: 4.36 eV. The calculation puts the energy above the lowest of the compared OMol25 structures with the same formula, charge and spin at 0.458 eV. Its HOMO energy is -2.39 eV. As for the total energy: -289.57224 Eh. The calculation puts the HOMO-LUMO gap at 0.248 hartree. As for the net charge: -1.

***

# C4H12NO

A 2-piece molecular cluster, C4H12NO overall in a non-equilibrium geometry (ωB97M-V/def2-TZVPD, the OMol25 dataset).

```
18
Properties=species:S:1:pos:R:3
C -2.087 0.510 1.920
N -0.784 0.643 1.201
H -2.047 -0.428 2.464
H -2.202 1.359 2.586
H -2.856 0.521 1.150
H -0.688 -0.103 0.494
H 0.025 0.505 1.813
H -0.629 1.503 0.643
O 1.613 1.255 0.364
C 1.927 0.501 -0.586
C 0.966 -0.040 -1.626
C 0.646 -1.543 -1.398
H 2.993 0.383 -0.841
H 1.408 0.075 -2.620
H 0.041 0.555 -1.615
H 1.485 -2.160 -1.709
H -0.296 -1.789 -1.904
H 0.486 -1.746 -0.336
```

As for the lowest unoccupied orbital energy (alpha / beta): 0.30 / 0.02 eV. The calculation puts the energy above the lowest of the compared OMol25 structures with the same formula, charge and spin at 2.077 eV. Its HOMO energy (alpha / beta) is -3.35 / -7.92 eV. As for the total energy: -289.45382 Eh. The calculation puts the HOMO-LUMO gap (alpha / beta) at 0.134 / 0.292 hartree. The spin multiplicity is 2.